{
  "formula": "C60H66N5O5",
  "method": "ωB97M-V with the def2-TZVPD basis set",
  "symbols": ["C", "O", "C", "C", "C", "C", "C", "C", "O", "N", "C", "C", "C", "C", "N", "C", "C", "C", "C", "C", "C", "C", "C", "C", "C", "C", "O", "C", "C", "O", "C", "H", "H", "H", "H", "H", "H", "H", "H", "H", "H", "H", "H", "H", "H", "H", "H", "H", "H", "H", "H", "H", "H", "H", "H", "H", "H", "H", "H", "H", "H", "H", "C", "C", "C", "C", "C", "C", "N", "C", "C", "C", "C", "C", "C", "C", "C", "C", "C", "O", "N", "C", "C", "C", "C", "C", "C", "C", "C", "C", "N", "C", "C", "C", "C", "C", "C", "C", "C", "C", "C", "H", "H", "H", "H", "H", "H", "H", "H", "H", "H", "H", "H", "H", "H", "H", "H", "H", "H", "H", "H", "H", "H", "H", "H", "H", "H", "H", "H", "H", "H", "H", "H", "H", "H", "H"],
  "coordinates": [[7.1139, -6.2547, -0.4048], [7.6912, -5.0476, 0.0291], [6.7629, -4.0632, 0.3858], [5.3826, -4.1911, 0.2793], [4.5252, -3.1798, 0.6793], [3.0385, -3.3650, 0.5853], [2.4012, -3.9512, 1.8482], [2.9532, -5.3320, 2.1478], [4.1043, -5.6149, 2.4005], [1.9057, -6.2185, 2.0552], [2.1358, -7.6337, 2.2607], [0.5784, -5.5833, 1.8033], [0.0059, -6.1000, 0.4864], [-0.3313, -5.8563, 2.9996], [0.9215, -4.1184, 1.7034], [0.0451, -3.0803, 1.5712], [-1.3157, -3.2332, 1.4128], [-2.2363, -2.2127, 1.2823], [-3.6380, -2.4364, 1.1463], [-4.5199, -1.3501, 0.9841], [-5.8740, -1.5515, 0.8538], [-6.3979, -2.8333, 0.8810], [-5.5559, -3.9179, 1.0416], [-4.2011, -3.7315, 1.1726], [5.0555, -2.0279, 1.2324], [6.4294, -1.8528, 1.3625], [7.0473, -0.7385, 1.9395], [6.1680, 0.3097, 2.2635], [7.2864, -2.8742, 0.9187], [8.6797, -2.7252, 1.0526], [9.1112, -3.2071, 2.2977], [7.9144, -6.9687, -0.6068], [6.4640, -6.6527, 0.3777], [6.5489, -6.0806, -1.3225], [4.9581, -5.1109, -0.0764], [2.5683, -2.4090, 0.3333], [2.8104, -4.0393, -0.2455], [2.5886, -3.2950, 2.7074], [3.2053, -7.8060, 2.3754], [1.6246, -7.9702, 3.1597], [1.7771, -8.2033, 1.4064], [0.7242, -5.9547, -0.3183], [-0.2095, -7.1647, 0.5545], [-0.9107, -5.5888, 0.2002], [0.1603, -5.5417, 3.9183], [-1.2779, -5.3243, 2.9388], [-0.5461, -6.9205, 3.0823], [0.4518, -2.0868, 1.5941], [-1.7004, -4.2308, 1.3808], [-1.8754, -1.1991, 1.2901], [-4.1209, -0.3506, 0.9594], [-6.5353, -0.7098, 0.7299], [-7.4597, -2.9894, 0.7796], [-5.9658, -4.9147, 1.0668], [-3.5731, -4.5937, 1.3028], [4.3817, -1.2671, 1.5778], [6.7590, 1.1463, 2.6391], [5.6250, 0.6261, 1.3712], [5.4720, -0.0158, 3.0385], [10.1961, -3.0955, 2.3647], [8.6257, -2.6302, 3.0902], [8.8378, -4.2628, 2.3838], [3.9587, 5.1267, -0.2301], [2.5038, 4.8076, -0.2815], [1.6327, 5.5862, -1.0251], [0.2814, 5.2889, -1.1100], [-0.6216, 6.1730, -1.8947], [-0.2195, 4.1545, -0.4576], [-1.6186, 3.7848, -0.5953], [-2.3243, 3.4735, -1.7216], [-1.8816, 3.5821, -3.1188], [-0.6737, 2.9800, -3.5545], [-0.2946, 3.2594, -4.9636], [0.1347, 2.0801, -2.7425], [-0.4279, 1.0510, -1.9572], [0.3630, 0.1540, -1.2777], [1.7403, 0.2829, -1.3038], [2.3234, 1.3065, -2.0297], [1.5412, 2.1745, -2.7550], [-2.5814, 4.2236, -3.9217], [-3.6046, 3.1507, -1.3221], [-4.7675, 2.9079, -2.1589], [-4.7819, 1.9312, -3.1648], [-3.6326, 1.0152, -3.3830], [-5.9168, 1.7793, -3.9427], [-7.0517, 2.5401, -3.7319], [-8.2485, 2.3621, -4.5966], [-7.0403, 3.4659, -2.7033], [-5.9183, 3.6645, -1.9177], [-5.9414, 4.6462, -0.8004], [-3.7125, 3.2088, 0.0075], [-2.5469, 3.6279, 0.4485], [-2.2341, 3.8202, 1.8630], [-2.7834, 2.9622, 2.8124], [-2.3899, 3.0369, 4.1295], [-1.4564, 3.9774, 4.5220], [-0.9274, 4.8555, 3.5953], [-1.3126, 4.7822, 2.2758], [0.6503, 3.3716, 0.3156], [0.1496, 2.2035, 1.0887], [1.9884, 3.7173, 0.3988], [4.4974, 4.4458, 0.4287], [4.4060, 5.0439, -1.2198], [4.1358, 6.1401, 0.1299], [2.0200, 6.4432, -1.5486], [-1.6658, 5.9739, -1.6509], [-0.4181, 7.2253, -1.6882], [-0.5012, 6.0126, -2.9668], [0.5639, 2.6613, -5.2709], [-1.1288, 3.0220, -5.6281], [-0.0587, 4.3155, -5.0981], [-1.4947, 0.9564, -1.9011], [-0.0840, -0.6519, -0.7157], [2.3615, -0.3957, -0.7404], [3.3965, 1.4265, -2.0176], [2.0028, 2.9695, -3.3152], [-3.8682, 0.2327, -4.1061], [-2.7686, 1.5537, -3.7673], [-3.3597, 0.5250, -2.4495], [-5.9243, 1.0419, -4.7252], [-9.0776, 2.9856, -4.2650], [-8.0251, 2.6328, -5.6278], [-8.5899, 1.3277, -4.5907], [-7.9287, 4.0382, -2.5098], [-6.8746, 5.2114, -0.7687], [-5.8252, 4.1330, 0.1555], [-5.1168, 5.3532, -0.8955], [-3.4967, 2.2223, 2.4898], [-2.8031, 2.3508, 4.8505], [-1.1346, 4.0178, 5.5506], [-0.2033, 5.5914, 3.9037], [-0.8750, 5.4404, 1.5444], [0.8812, 1.3961, 1.1243], [-0.0745, 2.4876, 2.1166], [-0.7647, 1.8082, 0.6468], [2.6478, 3.1226, 1.0058]],
  "mulliken_charge": [-0.83, -0.45, 0.49, -0.52, -0.83, 0.09, 0.27, 0.15, -0.66, 0.34, -1.04, 0.09, -1.53, -1.64, 0.44, -0.17, 0.69, -0.73, 0.61, -0.26, -0.91, -0.41, -0.94, -0.25, -0.37, 0.36, -0.44, -0.84, 1.23, -0.57, -0.63, 0.26, 0.33, 0.32, 0.46, -0.88, 0.64, 0.39, 0.38, 0.32, 0.35, 0.35, 0.47, 0.38, 0.42, 0.40, 0.47, 0.85, -0.55, 0.48, 0.58, 0.48, 0.41, 0.41, 0.45, 0.46, 0.30, 0.32, 0.33, 0.28, 0.23, 0.23, -1.81, 1.14, -1.01, 1.10, -2.10, -1.24, 1.36, 0.45, -0.11, 0.27, -2.27, 0.45, -0.29, -0.97, 0.18, -1.26, -0.75, -0.83, 2.02, -0.61, 1.33, -1.00, -1.36, 0.74, -1.56, -1.26, 1.08, -1.37, -1.16, 0.09, 0.40, -0.95, -0.71, -0.46, -0.76, 0.12, 2.19, -2.01, -0.95, 0.37, 0.36, 0.39, 0.52, 0.24, 0.62, 0.29, 0.46, 0.32, 0.32, 0.39, 0.84, 0.14, 0.44, 0.54, 0.53, 0.03, 0.19, 0.48, 0.38, 0.33, 0.35, 0.38, 0.44, 0.25, 0.22, 0.57, 0.45, 0.42, 0.46, 0.54, 0.62, 0.45, 0.01, 0.45],
  "e_above_lowest_ev": 0.0000,
  "total_charge": 1,
  "energy_ha": -2975.641363,
  "gap_ev": 3.01
}